Density functional theory data (the ωB97M-V functional and the def2-TZVPD basis) for 2 unconnected molecules or ions with the total composition C6H16O2 at a distorted geometry.

Geometry as XYZ:
```
24
Properties=species:S:1:pos:R:3:forces:R:3:lowdin_charge:R:1
C -0.13958 2.12983 -1.99730 5.475 -0.954 -0.874 -0.234
O 0.49808 3.44023 -2.24129 -1.912 -0.359 0.766 -0.094
C -0.14200 1.72733 -0.52155 -0.042 0.147 -0.538 -0.176
C -0.18377 0.28547 0.02798 1.940 1.002 -2.411 -0.412
C 0.24523 0.33546 1.47718 2.217 -0.334 0.878 -0.096
C 0.84976 -0.54560 -0.85217 0.490 0.603 -1.074 -0.249
C 0.72795 -2.02292 -0.50707 -2.809 -0.915 1.455 -0.137
H 0.48117 1.47878 -2.74962 -0.456 0.811 1.961 0.135
H -1.02284 1.94638 -2.43217 -3.937 0.508 -1.422 0.063
H -0.10451 4.15348 -1.92680 0.588 -0.799 -0.273 0.091
H 0.71098 2.20609 -0.08494 0.727 0.261 0.264 0.104
H -0.98617 2.23977 -0.13464 -0.956 0.672 0.785 0.101
H -1.15054 -0.16591 0.03125 -0.851 -0.213 -0.664 0.112
H -0.26518 -0.54975 1.97066 0.898 1.356 0.154 0.083
H 0.07885 1.36691 1.96583 -0.193 -1.850 -0.562 0.100
H 1.43942 0.19476 1.47978 -2.575 0.185 0.390 0.119
H 1.88020 -0.09045 -0.53804 -1.599 -1.004 -0.807 0.131
H 0.79467 -0.46931 -2.03016 -0.299 0.442 2.461 0.122
H 0.58058 -2.81255 -1.29345 0.880 1.101 0.360 0.074
H -0.33480 -2.14933 0.06251 2.519 0.124 -0.887 0.110
H 1.52797 -2.23539 0.19452 -0.119 -0.806 0.060 0.056
H -1.06855 -3.58908 3.32929 0.285 -0.007 -0.055 0.042
H -2.48789 -3.64335 3.65641 -3.645 -2.509 3.350 -0.045
O -1.92901 -3.23086 3.11380 3.376 2.538 -3.317 0.000
```
Forces are in eV/Å.

For the HOMO energy, the calculation gives -10.332 eV. As for the charge: 0. Its spin multiplicity is 1. For the strongest force on any atom, the calculation gives 5.63 eV/A. The calculation puts the energy above the lowest of the compared OMol25 structures with the same formula, charge and spin at 2.4583 eV. The SMILES is CC[C@@H](C)CCO.O. Its lowest unoccupied orbital energy is 0.818 eV.